Entry 1:
The following is a DFT calculation (the ωB97M-V functional and the def2-TZVPD basis) of a cluster of 8 separate species, C14H47O17P3 in total.

Each atom is followed by the atoms it is bonded to, with distances in Å.
Cartesian coordinates (Å):
1 C -0.3323 -11.2779 -30.4675  O2 1.431, H9 1.090, H10 1.090, H11 1.090
2 O -1.4555 -11.2265 -31.3531  C1 1.431, P3 1.581
3 P -2.2169 -9.8914 -31.7227  O2 1.581, O4 1.475, O5 1.582, O7 1.695
4 O -1.3232 -8.7559 -32.0187  P3 1.475
5 O -3.2380 -10.2555 -32.8751  P3 1.582, C6 1.459
6 C -3.8915 -11.5602 -32.8856  O5 1.459, H12 1.090, H13 1.090, H14 1.090
7 O -3.2193 -9.6148 -30.3838  P3 1.695, C8 1.473
8 C -3.5526 -10.6310 -29.3715  O7 1.473, H15 1.090, H16 1.090, H17 1.090
9 H -0.5683 -12.0541 -29.7395  C1 1.090
10 H -0.3040 -10.3435 -29.9070  C1 1.090
11 H 0.6116 -11.4865 -30.9710  C1 1.090
12 H -4.8817 -11.6410 -32.4371  C6 1.090
13 H -3.2196 -12.2107 -32.3257  C6 1.090
14 H -3.9049 -12.1241 -33.8183  C6 1.090
15 H -4.1975 -11.4792 -29.6011  C8 1.090
16 H -4.1332 -9.9885 -28.7095  C8 1.090
17 H -2.7216 -10.8518 -28.7015  C8 1.090
18 C -4.5547 -6.4842 -29.0736  O19 1.435, H26 1.090, H27 1.090, H28 1.090
19 O -4.5718 -6.8293 -30.4664  C18 1.435, P20 1.549
20 P -5.8831 -7.3629 -31.0957  O19 1.549, O21 1.470, O22 1.652, O24 1.627
21 O -7.0749 -6.5093 -31.2071  P20 1.470
22 O -5.2395 -7.8369 -32.5412  P20 1.652, C23 1.457
23 C -4.4957 -6.9237 -33.3985  O22 1.457, H29 1.090, H30 1.090, H31 1.090
24 O -6.1156 -8.7517 -30.2806  P20 1.627, C25 1.439
25 C -6.9759 -9.7862 -30.7918  O24 1.439, H32 1.090, H33 1.090, H34 1.090
26 H -4.0729 -5.5546 -28.7707  C18 1.090
27 H -3.9659 -7.2399 -28.5536  C18 1.090
28 H -5.5758 -6.4847 -28.6922  C18 1.090
29 H -5.0312 -6.2875 -34.1031  C23 1.090
30 H -3.7479 -7.4861 -33.9577  C23 1.090
31 H -3.9806 -6.1981 -32.7690  C23 1.090
32 H -6.5845 -10.8019 -30.7349  C25 1.090
33 H -7.2216 -9.6927 -31.8496  C25 1.090
34 H -7.8983 -9.7843 -30.2109  C25 1.090
35 C -0.0607 -11.4351 -23.5819  O36 1.399, H43 1.090, H44 1.090, H45 1.090
36 O -0.9545 -11.9118 -24.5467  C35 1.399, P37 1.669
37 P -2.6036 -11.9376 -24.2921  O36 1.669, O38 1.486, O39 1.669, O41 1.638
38 O -3.2605 -10.8394 -25.0484  P37 1.486
39 O -2.9086 -13.5163 -24.7390  P37 1.669, C40 1.391
40 C -2.2230 -14.5811 -24.1648  O39 1.391, H46 1.090, H47 1.090, H48 1.090
41 O -2.7926 -11.9439 -22.6652  P37 1.638, C42 1.441
42 C -4.0431 -11.9184 -21.9490  O41 1.441, H49 1.090, H50 1.090, H51 1.090
43 H -0.4921 -11.1071 -22.6361  C35 1.090
44 H 0.5020 -10.6195 -24.0361  C35 1.090
45 H 0.6424 -12.2376 -23.3590  C35 1.090
46 H -1.4605 -14.9075 -24.8721  C40 1.090
47 H -2.9553 -15.3884 -24.1551  C40 1.090
48 H -1.7300 -14.4850 -23.1974  C40 1.090
49 H -4.6784 -11.2241 -22.4989  C42 1.090
50 H -3.9280 -11.5467 -20.9309  C42 1.090
51 H -4.6004 -12.8505 -21.8556  C42 1.090
52 C -5.9925 -8.4426 -26.2674  O53 1.432, H54 1.090, H55 1.090, H56 1.090
53 O -4.6942 -7.9056 -25.9909  C52 1.432, H57 0.960
54 H -5.9425 -9.4693 -26.6299  C52 1.090
55 H -6.6387 -8.3480 -25.3947  C52 1.090
56 H -6.2496 -7.8507 -27.1459  C52 1.090
57 H -4.0787 -8.4901 -25.5426  O53 0.960
58 C -0.5767 -7.8819 -24.8386  O59 1.426, H60 1.090, H61 1.090, H62 1.090
59 O -0.4595 -6.5518 -24.3383  C58 1.426, H63 0.960
60 H -1.6033 -8.2367 -24.9299  C58 1.090
61 H -0.1336 -7.9527 -25.8320  C58 1.090
62 H -0.2365 -8.5561 -24.0525  C58 1.090
63 H 0.3100 -6.1030 -24.6962  O59 0.960
64 C -10.0989 -7.0671 -24.4635  O65 1.433, H66 1.090, H67 1.090, H68 1.090
65 O -10.5491 -7.2800 -23.1201  C64 1.433, H69 0.960
66 H -9.0196 -6.9836 -24.3360  C64 1.090
67 H -10.2702 -7.8409 -25.2118  C64 1.090
68 H -10.5777 -6.2133 -24.9431  C64 1.090
69 H -11.4925 -7.4549 -23.1513  O65 0.960
70 C -8.9192 -6.6289 -28.0560  O71 1.381, H72 1.090, H73 1.090, H74 1.090
71 O -9.4369 -7.8448 -27.6557  C70 1.381, H75 0.960
72 H -9.6061 -5.8270 -27.7854  C70 1.090
73 H -7.9274 -6.4276 -27.6513  C70 1.090
74 H -8.7764 -6.6585 -29.1362  C70 1.090
75 H -9.8769 -8.1765 -28.4418  O71 0.960
76 C -5.5848 -12.7285 -27.0390  O77 1.402, H78 1.090, H79 1.090, H80 1.090
77 O -5.1388 -13.8055 -26.2592  C76 1.402, H81 0.960
78 H -4.8525 -12.5263 -27.8206  C76 1.090
79 H -6.5184 -13.0890 -27.4711  C76 1.090
80 H -5.6442 -11.9110 -26.3205  C76 1.090
81 H -4.4685 -13.5226 -25.6329  O77 0.960

Properties
HOMO-LUMO gap (spin up / spin down) in eV: 9.3 / 2.0
LUMO (spin up / spin down) in eV: -2.63 / -9.90
Expectation value of S²: 0.756
Spin multiplicity: 2
HOMO (spin up / spin down) in eV: -11.95 / -11.89
Total charge: +1

The net atomic charges from Löwdin, expressed in e, are:
1. C -0.07
2. O -0.25
3. P 0.43
4. O -0.22
5. O -0.19
6. C -0.06
7. O -0.24
8. C -0.10
9. H 0.08
10. H 0.09
11. H 0.10
12. H 0.08
13. H 0.07
14. H 0.09
15. H 0.07
16. H 0.07
17. H 0.08
18. C -0.06
19. O -0.20
20. P 0.41
21. O -0.22
22. O -0.24
23. C -0.07
24. O -0.23
25. C -0.09
26. H 0.10
27. H 0.08
28. H 0.06
29. H 0.09
30. H 0.09
31. H 0.08
32. H 0.07
33. H 0.09
34. H 0.08
35. C -0.12
36. O -0.22
37. P 0.57
38. O -0.24
39. O -0.28
40. C -0.10
41. O -0.24
42. C -0.06
43. H 0.09
44. H 0.08
45. H 0.10
46. H 0.10
47. H 0.10
48. H 0.11
49. H 0.08
50. H 0.10
51. H 0.09
52. C -0.06
53. O -0.01
54. H 0.08
55. H 0.11
56. H 0.06
57. H 0.07
58. C -0.15
59. O -0.11
60. H 0.05
61. H 0.09
62. H 0.06
63. H 0.08
64. C -0.16
65. O -0.11
66. H 0.07
67. H 0.06
68. H 0.08
69. H 0.07
70. C -0.17
71. O -0.12
72. H 0.09
73. H 0.06
74. H 0.07
75. H 0.08
76. C -0.01
77. O 0.12
78. H 0.11
79. H 0.12
80. H 0.11
81. H 0.06

Entry 2:
The following is a DFT calculation (the ωB97M-V functional and the def2-TZVPD basis) of a cluster of 2 separate species, CH5N2O in total.

Each atom is followed by the atoms it is bonded to, with distances in Å.
Cartesian coordinates (Å):
1 C -0.4647 -0.1463 -0.5537  N2 1.386, N3 1.453, O4 1.411, H5 1.087
2 N -1.4701 0.6624 -0.0475  C1 1.386, O4 1.392
3 N 0.8673 -0.1958 0.0259  C1 1.453, H7 1.021, H8 1.031, H9 0.974
4 O -1.5237 -0.7086 0.1898  C1 1.411, N2 1.392
5 H -0.3933 -0.3542 -1.6186  C1 1.087
6 H -0.6075 1.4063 1.3537  no bonds
7 H 1.0026 -1.1927 0.2031  N3 1.021
8 H 1.0244 0.2737 0.9300  N3 1.031
9 H 1.5650 0.2551 -0.4827  N3 0.974

Properties
HOMO-LUMO gap (spin up / spin down) in eV: 9.7 / 9.5
Relative energy (zero: lowest compared OMol25 entry of this formula, charge and spin) in kcal/mol: 160.18
LUMO (spin up / spin down) in eV: -5.69 / -5.75
HOMO (spin up / spin down) in eV: -15.42 / -15.26
Total charge: +1

The net atomic charges from Löwdin, expressed in e, are:
1. C -0.38
2. N 0.13
3. N 0.27
4. O 0.04
5. H 0.18
6. H 0.25
7. H 0.20
8. H 0.16
9. H 0.16

Entry 3:
The following is a DFT calculation (the ωB97M-V functional and the def2-TZVPD basis) of the molecule C2H4ClN2P.

Each atom is followed by the atoms it is bonded to, with distances in Å.
Cartesian coordinates (Å):
1 C 0.5992 -0.3835 -0.2104  C2 1.581, N4 1.477, H7 1.166, H8 1.191
2 C -0.7274 -0.4364 0.6486  C1 1.581, N3 1.430, Cl6 1.815, H9 1.088
3 N -1.3441 0.8525 0.6994  C2 1.430, P5 1.570
4 N 0.7656 1.0544 -0.5060  C1 1.477, P5 1.671, H10 1.017
5 P -0.5708 1.9679 -0.0901  N3 1.570, N4 1.671
6 Cl -1.7369 -1.6638 -0.2284  C2 1.815
7 H 1.5623 -0.8322 0.2695  C1 1.166
8 H 0.3229 -0.9223 -1.2357  C1 1.191
9 H -0.5226 -0.8790 1.6207  C2 1.088
10 H 1.6517 1.2425 -0.9676  N4 1.017

Properties
HOMO-LUMO gap in eV: 9.4
Relative energy (zero: lowest compared OMol25 entry of this formula, charge and spin) in kcal/mol: 16.08
LUMO in eV: 0.08
SMILES: Cl[C@H]1CNP=N1
HOMO in eV: -9.35

The net atomic charges from Löwdin, expressed in e, are:
1. C -0.30
2. C -0.81
3. N -0.35
4. N -0.32
5. P 0.85
6. Cl 0.54
7. H 0.13
8. H 0.10
9. H 0.08
10. H 0.08

Max |F|? In order: 4.44 3.57 2.62 eV/A.